Formula: C12H24MgO26P3V2
Source: OMol25
Level of theory: ωB97M-V with the def2-TZVPD basis set

CARTESIAN COORDINATES (ANGSTROEM)
H  2.396848  -3.235550  -2.057267
O  4.577873  0.537496  2.454582
V  1.155603  -1.781020  2.355373
C  4.099666  -1.542518  -6.255293
O  1.743304  1.381810  -4.603466
C  2.425663  1.165758  -3.490473
O  -0.652029  -1.693839  3.403281
C  3.021818  -2.388091  -1.765715
H  3.267329  -0.859627  -6.429719
H  4.997104  -1.311957  -6.824546
C  -4.615769  -0.989717  2.655399
V  1.579069  0.475347  -0.105547
P  -0.572602  -0.812732  0.174953
O  1.260125  -3.358921  2.341565
O  -5.591027  -0.245309  3.193692
O  1.344516  2.057226  0.035379
H  -3.529691  -3.132770  1.645788
H  -4.417008  1.450304  3.557816
C  4.605294  1.270565  -2.638407
H  3.776434  -2.495389  -6.699527
H  -1.478634  3.100002  3.865477
C  -3.418163  1.711637  -0.322662
O  4.399648  -1.658980  -4.885422
O  -2.342146  1.702604  2.166800
H  -4.082133  1.057951  0.250978
O  1.934875  0.920469  -2.427696
H  5.442440  1.892850  -2.968875
O  -3.470886  -0.851223  2.970135
O  2.364112  0.125467  1.877078
C  -5.143346  0.797514  4.040792
O  1.358417  -0.617589  4.125157
H  -3.859652  1.991503  -1.272051
O  -0.428079  -0.864931  6.051377
H  -4.717066  0.418767  4.968934
P  3.825256  -0.359505  1.493646
O  -0.169022  0.099813  1.398394
O  2.265790  -2.070328  -4.348478
H  -1.775886  4.872975  3.859401
O  0.755655  -1.627388  0.369316
O  -0.373001  0.148638  -1.005871
H  2.389074  -1.535446  -1.551852
H  3.599607  -2.694951  -0.902805
H  -5.992517  1.433522  4.296608
C  3.428457  -1.989093  -4.044343
H  4.167284  1.782231  -1.782069
H  -5.009654  -3.502494  0.744774
C  -4.325925  -2.701971  1.044142
O  3.249154  -1.548096  2.363748
C  -2.733706  2.719712  1.677771
H  0.351343  -0.071829  -4.306516
C  -2.187542  3.895713  3.626405
Mg  -1.632910  -0.274621  2.525596
O  -2.567434  3.905795  2.244079
H  -2.462496  1.203656  -0.456217
P  -0.126737  -0.759193  4.550952
H  -3.126259  3.740752  4.169274
C  0.357321  0.990061  -4.563500
H  4.947249  0.272618  -2.382528
O  -5.165200  -1.799438  1.773673
O  3.559422  -0.056999  -0.011485
O  -1.898269  -1.202190  0.823115
O  3.714959  1.302926  -3.762541
H  -0.114885  1.217589  -5.509383
H  -0.093000  1.506785  -3.711641
H  -3.881373  -2.264666  0.158335
O  -3.220902  2.896757  0.463806
O  3.946460  -2.123434  -2.841339
O  -1.132222  0.374995  4.209641

Force components x, y, z for each atom (eV/Å):
-0.0882 0.1282 -0.0349
3.1589 -0.5605 -2.1741
1.9123 1.8969 1.7315
-0.9289 -0.7775 -0.6165
-0.2615 0.1771 -1.4952
-0.0008 0.0042 0.4357
0.3807 -3.1819 -0.6820
-0.6906 -0.9549 -0.0193
0.2871 0.3210 0.0407
0.1273 0.5734 0.4716
-0.0405 0.7441 0.2521
1.7087 2.5283 6.0033
1.2220 3.1551 4.5165
0.0115 -0.3421 0.2169
-0.7228 -0.0810 -0.2747
0.6749 -0.9714 -1.0619
0.0759 0.3276 0.1799
0.2282 -0.3554 -0.0667
0.5486 1.0410 0.1841
-0.1144 -0.1135 0.4403
-0.0424 -0.1221 -0.1208
0.3777 -0.5811 0.9058
1.5515 -0.0197 -0.5866
-1.1905 -0.5084 -0.0856
-0.0243 -0.1390 -0.3142
0.0848 -0.3479 -0.2786
0.1054 -0.2603 0.0000
-0.7918 -0.6802 -0.0417
-5.6274 4.3859 -4.0511
0.2351 0.8101 0.6787
-0.9184 -1.2679 -0.1070
-0.0232 0.2665 0.0349
1.2068 -2.0470 -0.5454
0.2141 -0.1286 -0.1514
-5.7373 2.0193 6.1514
1.0059 1.9067 -0.7286
-0.3088 -0.2497 -0.3494
-0.0085 0.0584 -0.1587
-0.3604 -2.0383 -3.0490
-1.2732 -1.9082 -1.4806
0.2554 -0.0813 -0.0721
0.1212 0.4310 0.0614
-0.2954 -0.3515 -0.1790
-0.6677 0.4548 0.9203
-0.1681 -0.4601 0.1169
0.0352 0.0608 0.0445
-0.1318 -1.0780 -0.2324
4.5335 -5.4043 -1.4917
1.6594 0.2372 -0.2518
-0.3449 0.0003 -0.2918
-0.3677 -0.4578 0.1836
0.1758 0.6938 0.4918
-0.2746 0.8717 -0.1273
0.0066 -0.0228 -0.1695
-1.0208 2.5863 3.1026
0.3020 0.0132 0.3647
0.5414 -0.2680 1.6365
-0.3484 -0.0778 0.0115
-0.0648 -0.0077 -0.0518
2.1304 -0.9740 -2.5502
-1.7724 -2.4131 -3.5817
0.0882 -0.1281 -0.2886
0.1948 0.0860 -0.1656
-0.3074 -0.0284 -0.2537
0.0551 0.4321 0.1917
-0.7136 0.5267 -0.6146
0.3911 0.0872 -0.3728
0.0244 2.5646 -0.2004

Results
spin multiplicity: 3
total energy: -150766.33710 eV
<S²>: 2.075
HOMO level (spin up / spin down): 0.084 / 0.073 Ha
total charge: -3
energy above the lowest of the compared OMol25 structures with the same formula, charge and spin: 0.0 kcal per mole